Entry 1:
Below is a single C2H6N2O2 molecule in a non-equilibrium geometry, with properties calculated with the ωB97M-V functional and the def2-TZVPD basis.

Each line ends with the Mulliken charge.
CARTESIAN COORDINATES (ANGSTROEM)
C 0.4080 1.0247 -0.1775  -0.976
C 0.0004 -0.4431 -0.5126  -0.443
N 0.0539 -1.5523 1.4900  -0.356
N -0.7364 -1.0816 0.5350  0.922
O -1.9728 -1.3301 0.4910  -0.748
O -0.7573 -2.0709 2.4408  -0.355
H 1.3317 1.1376 -0.8680  0.278
H -0.3670 1.6648 -0.2973  0.353
H 0.9236 1.1939 0.7769  0.336
H 0.9289 -1.0287 -0.7687  0.300
H -0.5148 -0.5364 -1.5370  0.327
H -1.6680 -1.9396 2.2516  0.363

SMILES: CC/[N+]([O-])=N/O
HOMO-LUMO gap: 9.756 eV
net charge: 0
energy: -9242.125 eV
max |F|: 5.323 eV/A
energy relative to the best compared isomer or geometry (same formula, charge and spin): 500.99 kJ/mol



Entry 2:
Below is 11 unconnected molecules or ions with the total composition C42H112N14O18 in a non-equilibrium geometry, with properties calculated with the ωB97M-V functional and the def2-TZVPD basis.

Each line ends with the Mulliken charge.
CARTESIAN COORDINATES (ANGSTROEM)
C 15.0807 -35.0150 -4.2610  -0.605
O 14.5768 -34.3393 -5.3329  -0.479
C 13.4037 -33.6036 -4.9363  0.314
C 12.8371 -32.9812 -6.1916  -0.725
N 11.8270 -31.9960 -5.8335  0.048
C 10.3682 -32.4648 -5.6959  0.917
C 9.7267 -32.8926 -7.0042  -0.468
O 10.0762 -31.8923 -7.9810  -0.510
C 9.2856 -30.6926 -8.0666  0.656
H 15.1179 -34.3722 -3.3729  0.302
H 16.0530 -35.4922 -4.4765  0.300
H 14.4472 -35.8893 -4.0093  0.167
H 13.7341 -32.8468 -4.2190  0.211
H 12.7223 -34.2796 -4.4132  -0.020
H 12.3956 -33.7383 -6.9351  0.154
H 13.6388 -32.4792 -6.6819  0.468
H 11.8182 -31.4076 -6.6938  0.102
H 9.9322 -31.5787 -5.1962  -0.364
H 10.3039 -33.3078 -5.0059  -0.693
H 8.5990 -33.0297 -6.8624  0.229
H 10.1147 -33.8740 -7.4065  0.333
H 9.2587 -30.4849 -9.1457  0.454
H 9.6186 -30.0062 -7.2987  -0.707
H 8.2590 -30.9373 -7.7884  0.134
C 3.4980 -21.7807 -3.1669  -0.777
O 2.8953 -23.0249 -3.3551  -0.450
C 3.6910 -23.9087 -4.0799  0.267
C 2.8306 -25.0972 -4.4945  -0.573
N 3.7690 -26.0061 -5.2127  -0.173
C 3.1258 -27.2399 -5.6383  -0.849
C 4.1861 -28.1804 -6.1617  0.022
O 3.6243 -29.2954 -6.7829  -0.083
C 2.9340 -29.2011 -8.0141  -0.971
H 3.2129 -21.1531 -2.3140  0.306
H 3.4160 -21.1572 -4.0420  0.337
H 4.6087 -21.8489 -3.1333  0.248
H 4.4210 -24.2020 -3.3542  -0.217
H 4.1342 -23.3444 -4.9910  0.245
H 1.9919 -24.8963 -5.1895  0.599
H 2.4316 -25.5287 -3.5527  0.092
H 4.4961 -26.2049 -4.5304  0.003
H 2.4378 -26.8623 -6.3917  0.644
H 2.5539 -27.8326 -4.9518  0.217
H 4.8516 -28.5853 -5.3817  -0.308
H 4.8220 -27.6943 -6.8796  0.408
H 3.6189 -29.0991 -8.8284  0.330
H 2.2373 -28.3462 -8.0424  0.348
H 2.4296 -30.1300 -8.2801  0.294
C 13.7169 -22.9518 -1.9039  -0.562
O 13.7694 -23.6354 -3.1712  -0.413
C 14.0579 -25.0860 -2.9383  -0.701
C 13.2287 -25.7230 -1.8641  -0.891
N 11.8452 -25.5659 -2.2185  0.268
C 10.9170 -25.8470 -1.1257  -1.129
C 9.4578 -25.8549 -1.5736  0.844
O 8.8990 -24.5855 -1.8779  -0.559
C 8.0085 -24.6538 -3.0073  0.099
H 12.8666 -23.3505 -1.3054  0.189
H 13.6368 -21.9611 -2.1689  0.307
H 14.6482 -23.1336 -1.3340  0.266
H 15.1321 -25.2167 -2.6791  0.396
H 13.9350 -25.5822 -3.8798  0.287
H 13.3577 -25.2869 -0.9004  0.605
H 13.5402 -26.8120 -1.6695  0.236
H 11.6029 -24.7688 -2.7710  0.291
H 11.0562 -25.1421 -0.2675  0.374
H 11.0641 -26.8574 -0.7462  0.272
H 8.8959 -26.3355 -0.7721  0.333
H 9.4344 -26.5568 -2.4051  -0.789
H 8.5016 -25.2974 -3.8147  -0.058
H 7.9623 -23.6147 -3.3273  0.413
H 7.0914 -25.1046 -2.7101  -0.205
C 4.8400 -32.3602 2.1760  -0.857
O 5.5234 -31.2532 1.6584  -0.251
C 6.9386 -31.4227 1.7137  -0.484
C 7.5170 -30.2649 0.8747  -0.269
N 8.9025 -30.4332 0.5072  -0.334
C 9.5046 -29.3908 -0.3299  0.202
C 10.9084 -29.8414 -0.6571  -0.799
O 10.8393 -31.0243 -1.4867  -0.115
C 12.1121 -31.2602 -2.0757  -0.289
H 5.1522 -32.6847 3.1573  0.369
H 4.8315 -33.2368 1.4897  0.276
H 3.7962 -32.0739 2.1992  0.266
H 7.2752 -32.4014 1.3235  0.322
H 7.3114 -31.2223 2.7703  0.359
H 7.3053 -29.2923 1.2943  0.587
H 6.8097 -30.2756 -0.0357  -0.262
H 9.0221 -31.3975 0.1507  0.111
H 9.5706 -28.4925 0.2072  1.021
H 8.9478 -29.1064 -1.2309  -0.308
H 11.5376 -29.9522 0.2610  0.316
H 11.3699 -28.9948 -1.1946  0.009
H 12.9389 -31.2196 -1.3254  0.409
H 12.3294 -30.4814 -2.8485  -0.076
H 12.1035 -32.2730 -2.5112  -0.104
C 6.1743 -27.5687 -2.3625  0.228
O 5.2314 -26.4927 -2.5139  0.786
C 4.4677 -26.0746 -1.3654  -0.988
C 3.6684 -27.2198 -0.7007  -0.151
N 2.5715 -27.6892 -1.5868  -0.125
C 2.0512 -29.0628 -1.3138  -1.184
C 3.0561 -30.2694 -1.5023  0.083
O 3.5257 -30.2925 -2.8365  -0.050
C 4.8949 -30.8326 -2.9035  -0.178
H 7.1396 -27.1318 -1.9373  -0.455
H 6.4688 -27.8776 -3.3905  0.279
H 5.8966 -28.3713 -1.6578  -0.313
H 3.7736 -25.2871 -1.6409  0.343
H 5.1991 -25.8228 -0.5809  0.257
H 3.2123 -26.8847 0.2797  0.520
H 4.3051 -28.0892 -0.2680  -0.207
H 3.0158 -27.7331 -2.4815  -0.061
H 1.2512 -29.1707 -2.0685  0.356
H 1.6724 -29.1595 -0.2588  0.401
H 2.6245 -31.2220 -1.1888  0.493
H 3.9211 -30.1072 -0.7846  -0.272
H 5.2848 -30.6295 -3.8651  -0.179
H 4.9676 -31.8711 -2.7496  1.075
H 5.5961 -30.3587 -2.1803  -0.586
C 6.3122 -34.1996 -3.1177  -1.039
O 7.3997 -33.3111 -3.0920  0.100
C 7.8520 -32.9958 -1.8118  0.961
C 8.7521 -34.0448 -1.1507  -1.245
N 9.7762 -34.6223 -1.9633  0.283
C 9.9948 -36.0225 -1.8145  -0.432
C 10.9104 -36.5274 -2.9872  -0.872
O 10.3987 -36.3368 -4.3391  -0.217
C 9.2927 -37.1809 -4.5389  -0.681
H 6.4904 -35.1915 -2.6306  0.178
H 6.1500 -34.4544 -4.1660  0.291
H 5.4631 -33.8396 -2.5763  0.372
H 7.0007 -32.8391 -1.1524  0.307
H 8.4528 -32.1055 -1.9316  -0.957
H 8.1392 -34.8811 -0.8194  0.558
H 9.1365 -33.7306 -0.1603  0.347
H 9.6565 -34.3728 -2.9284  -0.186
H 8.9850 -36.5691 -1.7544  0.358
H 10.5581 -36.2483 -0.8870  0.328
H 11.2613 -37.5567 -2.8247  0.410
H 11.8074 -35.9845 -2.8276  0.264
H 9.5231 -38.1271 -4.1632  0.400
H 9.0548 -37.1409 -5.6235  0.238
H 8.3560 -36.8063 -4.0841  0.139
C 11.6294 -27.9948 -6.2087  0.011
C 11.9556 -28.5661 -4.8363  0.060
O 11.0513 -28.0407 -3.8399  0.749
O 11.8641 -26.6550 -6.4190  -0.655
H 10.6130 -28.3294 -6.4281  -0.389
H 12.3534 -28.5685 -6.8276  0.424
H 12.9366 -28.1733 -4.5466  0.312
H 11.8643 -29.6487 -4.8810  -0.583
H 11.4304 -27.2221 -3.4084  -0.491
H 11.1018 -26.1469 -6.2650  0.401
C 10.4582 -26.4736 -9.4459  0.617
O 10.4922 -25.2759 -9.4039  -0.691
N 9.7642 -27.3118 -8.6469  -0.015
N 11.3089 -27.2121 -10.2919  -0.625
H 9.2473 -26.7687 -7.9707  -0.020
H 9.9929 -28.2667 -8.5833  0.245
H 10.7264 -27.9673 -10.7175  0.220
H 11.5528 -26.6325 -11.0976  0.332
C 7.9299 -29.9241 -4.8890  -0.196
O 7.1063 -30.3470 -5.7160  -0.938
N 8.2145 -30.6058 -3.7062  2.016
N 8.4535 -28.6843 -5.1189  1.806
H 8.9438 -30.3150 -3.0457  -1.410
H 8.0464 -31.5912 -3.9077  -0.052
H 9.0937 -28.1197 -4.6040  -1.043
H 7.8233 -28.1198 -5.6806  -0.096
C 3.4154 -32.8188 -5.2632  0.485
O 3.5652 -33.8243 -4.5934  -0.635
N 2.1805 -32.2042 -5.4056  -0.510
N 4.4200 -32.2260 -5.9826  -0.151
H 2.1908 -31.1686 -5.5771  0.207
H 1.5183 -32.3918 -4.6710  0.296
H 4.4736 -31.2339 -6.2561  0.112
H 5.2475 -32.8446 -5.9137  0.126
C 7.7025 -24.8463 -6.9096  0.214
O 8.2348 -25.8745 -6.5627  -0.349
N 6.3444 -24.5140 -6.5612  -0.231
N 8.3881 -23.9590 -7.7208  -0.334
H 5.9368 -23.7465 -7.0512  0.209
H 5.7289 -25.3055 -6.3153  0.056
H 9.2253 -24.2441 -8.2650  0.204
H 8.0512 -22.9754 -7.9177  0.180

SMILES: COCCNCCOC.COCCNCCOC.COCCNCCOC.COCCNCCOC.COCCNCCOC.COCCNCCOC.NC(N)=O.NC(N)=O.NC(N)=O.NC(N)=O.OCCO
HOMO-LUMO gap: 9.355 eV
net charge: 0
energy: -103080.319 eV
max |F|: 3.033 eV/A
energy relative to the best compared isomer or geometry (same formula, charge and spin): 58.35 kJ/mol